A molecular structure, C66H50AsOP2S2Y, computed with the ωB97M-V functional and the def2-TZVPD basis.

- HOMO: -0.449 hartree
- Net charge: +2
- Total energy: -6373.10375 Ha
- Relative energy (zero: lowest compared OMol25 entry of this formula, charge and spin): 37.1 kJ/mol
- Frontier orbital gap: 0.2650 Eh

Geometry (Å):
Y -0.37849 -0.22278 -0.09442
O -1.57908 1.41048 0.66571
S -0.61805 2.05495 1.68216
C -0.79381 3.81872 1.48520
C -1.08174 4.58017 2.59851
C -1.17098 5.97733 2.56326
C -0.91519 6.60503 1.37729
C -0.89444 8.06594 1.03072
C -0.41006 8.11736 -0.43713
C -0.15059 6.68482 -0.80279
C 0.43434 6.13417 -1.90729
C 0.57210 4.74303 -1.94547
C 0.11882 3.86790 -0.96770
P 0.29804 2.09703 -1.46230
C 1.99046 2.01539 -2.14976
C 3.02657 2.76714 -1.59495
C 4.30508 2.67794 -2.12211
C 4.55936 1.82960 -3.18966
C 3.54041 1.04984 -3.71720
C 2.25863 1.13337 -3.19641
C -0.73043 1.91382 -2.98886
C -1.70244 0.91362 -2.99799
C -2.42766 0.61784 -4.14083
C -2.21392 1.34883 -5.29623
C -1.27043 2.36613 -5.29870
C -0.52066 2.63278 -4.16553
C -0.42492 4.42364 0.23843
C -0.52257 5.83683 0.25840
C -1.39274 1.66304 3.23033
C -2.63358 2.15980 3.57328
C -3.14211 2.03908 4.87684
C -2.32799 1.49629 5.84346
C -2.48855 1.36488 7.33379
C -1.14967 0.75364 7.83167
C -0.33337 0.54001 6.58604
C 0.94214 0.08558 6.37556
C 1.37765 -0.10727 5.04984
C 0.61157 0.20471 3.93822
P 1.10413 -0.53545 2.32910
C 2.88642 -0.13007 2.23989
C 3.87557 -1.02833 2.63300
C 5.20896 -0.64756 2.59350
C 5.56016 0.62381 2.16512
C 4.57785 1.51845 1.76478
C 3.24518 1.14365 1.79561
C 1.24507 -2.34467 2.63852
C 1.57620 -3.11881 1.52216
C 1.88219 -4.46222 1.66431
C 1.86942 -5.04970 2.91977
C 1.53340 -4.29268 4.02968
C 1.20291 -2.95171 3.88915
C -0.60718 0.91609 4.14944
C -1.07967 0.96333 5.47039
H -1.23698 4.09340 3.54906
H -1.41577 6.52312 3.46418
H -0.22157 8.61416 1.69114
H -1.88468 8.50662 1.15203
H 0.49357 8.71733 -0.54795
H -1.15901 8.55145 -1.10127
H 0.80311 6.73831 -2.72557
H 1.10904 4.33295 -2.78520
H 2.82290 3.44194 -0.77191
H 5.10212 3.28180 -1.70842
H 5.55372 1.77653 -3.61241
H 3.74041 0.38159 -4.54407
H 1.46603 0.52521 -3.61019
H -1.91405 0.35684 -2.09146
H -3.15511 -0.18372 -4.13503
H -2.77801 1.12873 -6.19230
H -1.10736 2.94946 -6.19503
H 0.23397 3.39905 -4.23333
H -3.20723 2.68816 2.82103
H -4.12135 2.43552 5.10893
H -3.33798 0.72538 7.57873
H -2.68247 2.33427 7.79391
H -1.29919 -0.18531 8.36576
H -0.63464 1.42655 8.51858
H 1.59683 -0.17385 7.19744
H 2.35831 -0.54109 4.89386
H 3.61261 -2.02360 2.96536
H 5.97223 -1.35156 2.89686
H 6.60158 0.91525 2.14219
H 4.85438 2.50867 1.42712
H 2.47881 1.84557 1.48101
H 1.65338 -2.66282 0.54170
H 2.16584 -5.04328 0.79604
H 2.12662 -6.09445 3.03684
H 1.54044 -4.73738 5.01660
H 0.93709 -2.38119 4.76647
S 0.75329 -1.70964 -1.80269
C -0.42289 -2.90820 -2.38288
C 0.00800 -3.72130 -3.43311
C -0.80809 -4.71057 -3.95117
C -2.07696 -4.91567 -3.42831
C -2.52579 -4.10369 -2.40285
C -1.71516 -3.10358 -1.86272
As -2.46492 -1.90617 -0.52103
C -4.38870 -2.09261 -0.81114
C -4.95813 -1.41785 -1.88820
C -6.30566 -1.57196 -2.16854
C -7.09037 -2.38687 -1.36501
C -6.52966 -3.03850 -0.27665
C -5.17996 -2.88831 0.00852
C -2.41972 -2.79369 1.19913
C -2.65359 -1.93877 2.27783
C -2.87248 -2.45663 3.54235
C -2.83218 -3.82886 3.73150
C -2.56412 -4.67912 2.66625
C -2.36866 -4.16668 1.39355
H 0.99962 -3.56309 -3.83513
H -0.45560 -5.31724 -4.77487
H -2.71453 -5.69480 -3.82279
H -3.52511 -4.24153 -2.00659
H -4.34435 -0.76920 -2.50280
H -6.74575 -1.06224 -3.01514
H -8.14275 -2.51118 -1.58198
H -7.13919 -3.67598 0.34964
H -4.75307 -3.39391 0.86426
H -2.73249 -0.86492 2.10649
H -3.08602 -1.80167 4.37850
H -3.01451 -4.23548 4.71777
H -2.53042 -5.74849 2.82742
H -2.20844 -4.82424 0.54657

A single C7H9N3S molecule, computed with the ωB97M-V functional and the def2-TZVPD basis.

- SMILES: C[C@H]1NCc2c(S)ncnc21
- HOMO: -0.334 hartree
- Total energy: -834.55722 Ha
- Relative energy (zero: lowest compared OMol25 entry of this formula, charge and spin): 160.0 kJ/mol
- Frontier orbital gap: 0.3554 Eh

Geometry (Å):
C 1.57201 2.08086 0.69221
C 1.38828 0.58551 0.32802
N 1.01508 -0.20717 1.56097
C 0.18914 -1.29146 1.30508
C -0.59402 -0.74450 0.07420
C -1.69606 -1.16966 -0.68819
S -2.62995 -2.68503 -0.35761
N -2.05413 -0.45490 -1.77387
C -1.31000 0.51087 -2.16344
N -0.33917 1.06580 -1.48950
C 0.10022 0.40686 -0.41050
H 1.59950 2.81971 -0.07303
H 2.49556 2.43073 1.14743
H 0.81352 2.30989 1.50014
H 2.21481 0.19239 -0.18905
H 1.88668 -0.48710 2.05879
H -0.41228 -1.52791 2.19350
H 0.76559 -2.11253 0.92162
H -3.32181 -2.66139 -1.51207
H -1.68295 0.93903 -3.12470

A molecular structure, C36H39AsCdF6IN4P2S2, computed with the ωB97M-V functional and the def2-TZVPD basis.

- HOMO (alpha / beta): -0.276 / -0.292 hartree
- Total energy: -6393.93040 Ha
- Relative energy (zero: lowest compared OMol25 entry of this formula, charge and spin): 73.7 kJ/mol
- 2S+1: 2
- Frontier orbital gap (alpha / beta): 0.2820 / 0.2418 Eh

Geometry (Å):
Cd 0.52385 -0.80256 1.27929
N 0.06861 1.82602 -2.66796
P 0.18988 0.14376 -2.91868
C 1.17655 0.13905 -4.46148
C 2.54899 -0.08131 -4.34710
C 3.37068 -0.04016 -5.46360
C 2.82388 0.21319 -6.71361
C 1.45818 0.42459 -6.84153
C 0.63858 0.38779 -5.72265
C -1.44791 -0.33549 -3.56383
C -1.58162 -1.61628 -4.10481
C -2.81559 -2.07299 -4.53948
C -3.93486 -1.25649 -4.42847
C -3.81106 0.01257 -3.88565
C -2.57301 0.47200 -3.45370
P -0.06075 2.58079 -1.11961
C -0.79048 4.14078 -1.70793
C -2.16351 4.34844 -1.60016
C -2.74067 5.47728 -2.16047
C -1.94997 6.40883 -2.82032
C -0.58074 6.21102 -2.92226
C -0.00066 5.07722 -2.37062
C 1.66862 2.95967 -0.70149
C 1.99896 3.60158 0.49456
C 3.32580 3.80392 0.83914
C 4.34190 3.37352 -0.00322
C 4.02406 2.75301 -1.20151
C 2.69650 2.54653 -1.54990
H -0.24782 2.39536 -3.44734
H 2.98342 -0.29577 -3.37570
H 4.43357 -0.21536 -5.35902
H 3.46062 0.23889 -7.58830
H 1.02780 0.61702 -7.81585
H -0.42720 0.54788 -5.83404
H -0.70993 -2.25766 -4.19888
H -2.90554 -3.06599 -4.96091
H -4.90188 -1.61448 -4.75647
H -4.68267 0.64664 -3.78603
H -2.49297 1.45830 -3.01236
H -2.77719 3.63439 -1.06365
H -3.80756 5.63515 -2.07216
H -2.40155 7.29405 -3.24884
H 0.03866 6.94108 -3.42672
H 1.07012 4.92656 -2.44529
H 1.22717 3.94593 1.16917
H 3.56433 4.29336 1.77404
H 5.37676 3.52525 0.27411
H 4.80965 2.42411 -1.86995
H 2.45585 2.06715 -2.48930
S -1.03646 2.71365 1.13929
C -2.03836 1.31090 0.97091
N -1.83368 0.29597 0.18292
C -2.89060 -0.61367 0.28564
C -3.03514 -1.77817 -0.46442
C -4.09754 -2.61939 -0.20066
C -5.02849 -2.31178 0.79422
C -4.92365 -1.14053 1.51880
C -3.85798 -0.29359 1.24326
S -3.46680 1.23402 1.96203
H -2.33698 -2.00066 -1.25902
H -4.21093 -3.53131 -0.77270
H -5.84227 -2.99439 0.99820
H -5.64602 -0.89776 2.28633
N 2.78162 -0.27351 -0.06022
C 3.84394 -1.27286 0.15629
C 3.22511 -2.62186 0.48176
C 2.36956 -3.17889 -0.66575
C 1.02003 -3.70846 -0.20340
N 0.06076 -2.59930 0.01621
H 2.61548 -0.09746 -1.04323
H 3.01899 0.61068 0.37436
H 4.46323 -0.94274 0.98982
H 4.49362 -1.35198 -0.72251
H 2.61303 -2.49068 1.37962
H 4.00339 -3.33683 0.75601
H 2.90661 -3.97155 -1.19036
H 2.18456 -2.39820 -1.41382
H 1.11214 -4.24262 0.74093
H 0.60066 -4.40153 -0.93688
H -0.75912 -2.97277 0.49610
H -0.25609 -2.25363 -0.88490
I 2.79322 0.02198 3.87463
C 1.02908 0.62858 2.80215
H 1.28304 1.61338 2.42425
H 0.25681 0.73358 3.55987
F -1.53014 -1.77870 2.48231
As -1.10327 -3.22096 3.42684
F -2.74982 -3.41158 3.87212
F -0.78505 -2.21255 4.77943
F -0.61493 -4.63452 4.26114
F 0.55127 -2.96001 2.85925
F -1.37752 -4.14802 1.96388

A molecular structure, C5H2O6Tm, computed with the ωB97M-V functional and the def2-TZVPD basis.

- HOMO (alpha / beta): -0.970 / -0.970 hartree
- Net charge: +3
- Total energy: -1727.14545 Ha
- Relative energy (zero: lowest compared OMol25 entry of this formula, charge and spin): 0.0 kJ/mol
- 2S+1: 3
- Frontier orbital gap (alpha / beta): 0.4073 / 0.4091 Eh

Geometry (Å):
O 0.00723 0.00228 -3.22645
C -0.17309 -0.12842 -2.11316
Tm -0.05856 -0.04075 0.77015
O 1.90917 -2.40330 -1.01271
C 1.28769 -1.63879 -0.41055
C -1.28878 1.64955 -0.40838
O -1.88261 2.43679 -1.00900
C -1.75864 -1.37731 -0.27711
O -2.54755 -1.99730 -0.84634
C 1.53911 1.20798 -0.51722
O 2.27711 1.78536 -1.19285
O 0.18413 0.13847 3.03205
H -0.21716 0.81819 3.60586
H 0.72194 -0.45275 3.60570